No. 1
Formula: C35H46Cl2MnN3P
Source: the Open Molecules 2025 dataset
Level of theory: wB97M-V/def2-TZVPD

The geometry in XYZ format:
```
88
Properties=species:S:1:pos:R:3:forces:R:3
P -0.417 1.550 0.417 0.48 1.65 -0.46
C -1.547 2.385 -0.909 0.18 -0.84 0.65
C -2.021 3.829 -0.674 0.25 0.28 0.19
C -3.016 4.286 -1.743 -0.03 -0.19 -0.06
C -2.488 4.052 -3.161 -0.05 0.05 0.03
C -2.002 2.617 -3.365 0.03 -0.02 0.09
C -0.962 2.229 -2.309 -0.05 0.02 -0.20
C 1.248 2.420 0.297 -0.52 -0.47 0.10
C 1.139 3.916 0.004 0.12 0.18 0.05
C 2.505 4.591 0.090 0.04 -0.10 -0.02
C 3.521 3.900 -0.823 0.03 0.06 0.00
C 3.578 2.383 -0.609 -0.03 -0.01 0.05
C 2.192 1.742 -0.691 0.14 0.07 -0.11
C -1.066 2.488 1.907 0.06 -0.52 -0.22
C -2.552 2.205 2.150 -0.03 0.12 0.13
C -3.067 3.248 3.146 -0.03 -0.08 0.09
C -2.275 3.230 4.459 -0.06 -0.03 0.05
C -0.764 3.338 4.236 -0.07 -0.04 -0.09
C -0.276 2.318 3.205 -0.03 -0.15 0.20
H -2.418 1.714 -0.834 0.12 0.26 -0.19
H -1.157 4.509 -0.689 -0.35 -0.14 -0.03
H -2.499 3.952 0.306 0.17 -0.06 -0.25
H -3.233 5.350 -1.592 0.00 -0.14 -0.04
H -3.965 3.750 -1.604 0.12 0.01 -0.08
H -3.270 4.292 -3.886 0.07 0.02 -0.02
H -1.656 4.743 -3.349 -0.03 -0.05 0.00
H -2.851 1.924 -3.292 0.07 0.06 -0.01
H -1.574 2.498 -4.365 -0.06 0.03 0.03
H -0.640 1.194 -2.479 -0.12 0.23 0.07
H -0.076 2.875 -2.420 -0.19 -0.20 -0.04
H 1.661 2.270 1.309 0.01 0.06 -0.27
H 2.848 4.570 1.133 0.03 -0.05 -0.10
H 0.452 4.425 0.695 0.19 -0.16 -0.20
H 0.741 4.051 -1.013 0.17 0.01 0.27
H 2.397 5.647 -0.185 0.11 -0.08 0.03
H 4.510 4.339 -0.669 -0.02 -0.03 -0.07
H 3.243 4.102 -1.866 0.02 -0.03 0.04
H 4.244 1.925 -1.348 -0.02 0.05 0.07
H 4.002 2.165 0.380 -0.02 0.04 -0.08
H 2.245 0.663 -0.494 0.03 0.36 0.05
H 1.798 1.851 -1.713 0.09 0.02 0.15
H -0.966 3.551 1.626 -0.08 -0.42 -0.09
H -3.147 2.251 1.227 0.20 -0.07 0.23
H -2.669 1.183 2.540 0.01 0.20 0.01
H -2.975 4.248 2.694 -0.04 -0.14 -0.01
H -4.132 3.082 3.336 0.05 0.07 0.08
H -2.495 2.299 4.997 0.05 0.05 -0.07
H -2.611 4.049 5.103 -0.02 -0.06 0.00
H -0.229 3.184 5.179 -0.08 0.06 -0.05
H -0.513 4.352 3.890 -0.05 -0.10 0.03
H 0.804 2.437 3.055 -0.26 -0.02 0.00
H -0.421 1.298 3.579 0.04 0.23 0.01
Mn -0.168 -0.952 0.443 -0.51 -0.18 -0.27
Cl 0.850 -0.669 2.427 0.11 -0.12 0.62
Cl -2.373 -0.742 -0.205 0.08 -0.32 -0.04
C 1.433 -1.577 -0.359 0.68 0.19 0.28
H 2.049 -2.173 0.347 -0.52 0.30 -0.14
C 1.949 -1.695 -1.685 -0.41 -0.27 -0.82
C 2.949 -2.673 -1.994 -0.28 0.77 -0.38
C 3.501 -2.727 -3.271 -0.22 0.29 -0.15
C 3.082 -1.820 -4.267 -0.16 0.10 0.44
C 2.097 -0.858 -3.977 -0.07 -0.23 0.21
C 1.502 -0.815 -2.719 0.53 -0.63 0.05
H 3.277 -3.351 -1.203 -0.02 0.18 -0.23
H 4.271 -3.463 -3.508 -0.22 0.17 0.07
H 1.791 -0.132 -4.733 0.09 -0.32 0.12
H 0.708 -0.099 -2.493 0.44 -0.28 -0.06
H 3.514 -1.849 -5.267 -0.03 -0.05 0.33
N 0.747 -11.916 0.368 -0.55 2.52 0.37
C 0.509 -10.779 0.523 0.58 -2.53 -0.27
C 0.236 -9.379 0.680 0.08 0.49 -0.02
C 1.130 -8.443 0.133 -0.14 0.34 -0.07
C 0.851 -7.072 0.195 -0.16 -0.45 0.21
C -0.321 -6.646 0.839 0.07 -0.54 -0.05
C -1.195 -7.578 1.418 0.34 -0.32 -0.13
C -0.915 -8.941 1.346 -0.01 0.32 -0.11
N -0.643 -5.276 0.929 -0.31 1.02 -0.01
C -1.741 -4.757 1.621 0.36 0.37 -0.24
C -1.689 -3.405 1.500 0.85 -0.59 -0.43
N -0.570 -3.060 0.742 0.04 -0.94 -0.24
C 0.028 -4.202 0.394 -0.99 0.49 0.83
H 2.043 -8.800 -0.354 -0.41 0.19 0.16
H 1.542 -6.348 -0.247 -0.25 -0.38 0.20
H -2.102 -7.260 1.927 0.30 -0.12 -0.17
H -1.603 -9.655 1.802 0.26 0.18 -0.21
H -2.458 -5.379 2.116 0.00 0.04 0.07
H -2.360 -2.659 1.879 -0.02 0.07 0.01
H 0.907 -4.323 -0.224 -0.17 0.29 0.14
```
Forces are in eV/Å.

Results
E_HOMO (spin up / spin down) = -6.676 / -8.317 eV
E_LUMO (spin up / spin down) = -1.09 / -0.51 eV
total charge = 0
spin multiplicity = 4

Atom charges from the Löwdin analysis, given in e for atoms 1 to 6:
1. P 1.04
2. C -0.42
3. C -0.20
4. C -0.19
5. C -0.20
6. C -0.19


No. 2
Formula: C35H46N2O2PtSSe
Source: the Open Molecules 2025 dataset
Level of theory: wB97M-V/def2-TZVPD

The geometry in XYZ format:
```
88
Properties=species:S:1:pos:R:3:forces:R:3
Pt 0.009 -0.274 0.120 -0.58 1.21 -1.19
C -3.143 3.550 -5.517 -0.01 0.14 0.16
C -3.224 4.144 -4.102 -0.03 0.10 -0.11
C -2.299 5.362 -4.037 -0.13 -0.25 0.01
C -4.659 4.620 -3.831 0.18 -0.02 -0.05
C -2.856 3.064 -3.095 0.22 0.09 0.16
C -1.766 3.122 -2.236 -0.25 0.14 -0.16
C -1.492 2.063 -1.389 -0.05 -0.46 0.17
Se 0.040 2.190 -0.173 -0.01 -2.31 -0.88
C 1.566 2.033 -1.385 -0.06 -0.13 0.00
C 1.820 3.112 -2.207 0.19 0.01 0.03
C 2.904 3.100 -3.074 0.00 -0.09 0.00
C 3.738 1.996 -3.002 -0.33 0.11 0.03
C 3.532 0.897 -2.186 -0.15 -0.05 0.36
C 2.365 0.855 -1.376 -0.13 1.18 -0.24
O 2.046 -0.188 -0.662 -0.92 -1.18 1.62
C 4.610 -0.185 -2.260 -0.01 -0.22 -0.08
C 4.575 -0.800 -3.668 0.04 0.03 0.16
C 4.420 -1.331 -1.267 0.09 0.07 -0.07
C 5.988 0.436 -1.976 -0.19 -0.11 -0.03
C 3.154 4.246 -4.039 0.01 0.12 -0.08
C 3.419 5.527 -3.238 -0.01 -0.14 -0.16
C 4.363 3.986 -4.941 -0.18 0.05 0.15
C 1.924 4.422 -4.938 0.18 0.01 0.08
C -2.284 0.882 -1.333 0.36 1.61 -0.64
O -2.000 -0.104 -0.550 1.15 -1.44 1.98
C -3.421 0.846 -2.187 0.20 -0.01 0.28
C -3.652 1.924 -3.019 0.26 0.00 0.14
C -4.401 -0.322 -2.264 -0.11 -0.21 -0.05
C -4.309 -0.932 -3.669 -0.06 0.05 0.17
C -4.148 -1.446 -1.260 -0.01 0.03 -0.10
C -5.820 0.195 -1.986 0.16 -0.07 -0.07
H -3.399 4.304 -6.258 -0.04 0.11 -0.12
H -3.830 2.716 -5.634 -0.06 -0.12 -0.03
H -2.136 3.194 -5.723 0.11 -0.06 -0.03
H -2.624 6.103 -4.766 -0.02 0.06 -0.05
H -1.274 5.088 -4.278 0.16 0.00 0.03
H -2.328 5.824 -3.052 0.06 0.08 0.12
H -4.937 5.402 -4.534 -0.04 0.12 -0.10
H -4.740 5.017 -2.821 -0.04 0.05 0.12
H -5.372 3.809 -3.937 -0.13 -0.09 0.01
H -1.118 3.984 -2.214 0.03 0.15 -0.06
H 1.165 3.969 -2.152 -0.06 0.15 -0.06
H 4.608 1.971 -3.630 0.17 0.03 -0.15
H 3.565 -1.137 -3.895 -0.06 -0.04 -0.07
H 5.242 -1.659 -3.719 0.13 -0.10 -0.05
H 4.878 -0.086 -4.429 0.01 0.08 -0.12
H 3.539 -1.906 -1.536 -0.02 -0.06 0.04
H 4.316 -0.959 -0.252 -0.02 -0.03 0.12
H 5.291 -1.983 -1.305 0.11 -0.08 -0.06
H 6.247 1.241 -2.658 -0.02 0.07 -0.07
H 6.758 -0.328 -2.060 0.13 -0.13 0.00
H 6.006 0.831 -0.963 0.06 0.08 0.14
H 4.275 5.383 -2.582 0.07 0.03 0.08
H 2.561 5.793 -2.627 -0.10 0.08 0.10
H 3.635 6.354 -3.911 0.00 0.16 -0.06
H 5.277 3.903 -4.358 0.16 -0.05 0.04
H 4.488 4.814 -5.633 0.00 0.13 -0.09
H 4.228 3.080 -5.526 0.04 -0.12 -0.08
H 1.043 4.673 -4.354 -0.16 0.03 0.07
H 1.722 3.501 -5.482 -0.05 -0.08 -0.05
H 2.093 5.218 -5.660 -0.01 0.13 -0.09
H -4.511 1.872 -3.665 -0.18 -0.04 -0.16
H -3.288 -1.256 -3.858 0.11 -0.06 -0.08
H -4.592 -0.221 -4.440 -0.02 0.10 -0.14
H -4.963 -1.798 -3.744 -0.12 -0.13 -0.04
H -3.170 -1.896 -1.397 0.02 -0.07 0.05
H -4.903 -2.220 -1.394 -0.13 -0.05 -0.05
H -4.217 -1.070 -0.244 0.03 -0.06 0.12
H -6.153 0.915 -2.726 -0.07 0.13 -0.09
H -5.845 0.669 -1.007 -0.08 0.08 0.11
H -6.520 -0.637 -1.982 -0.13 -0.10 -0.03
N 2.073 -2.909 0.321 -0.13 0.14 -0.05
C 0.791 -3.282 0.405 0.41 -0.87 -0.07
N -0.185 -2.511 0.778 0.53 1.84 -0.85
C -1.370 -3.208 0.883 -0.81 -0.72 -0.02
C -2.581 -2.716 1.352 0.30 0.10 -0.02
C -3.668 -3.566 1.436 0.00 0.05 0.06
C -3.578 -4.891 1.031 -0.01 -0.10 0.03
C -2.379 -5.406 0.570 0.04 0.05 0.02
C -1.286 -4.564 0.518 0.06 0.34 0.09
S 0.355 -4.959 0.070 -0.01 0.47 0.19
H 2.249 -1.910 0.243 0.19 -0.01 -0.15
H 2.704 -3.524 -0.162 0.09 0.10 0.00
H -2.641 -1.679 1.637 -0.07 0.15 0.04
H -4.600 -3.197 1.839 -0.09 0.08 -0.06
H -4.442 -5.533 1.094 -0.10 -0.06 0.01
H -2.286 -6.436 0.274 -0.05 -0.21 -0.04
```
Forces are in eV/Å.

Results
E_HOMO = -7.350 eV
energy above the lowest of the compared OMol25 structures with the same formula, charge and spin = 29.0 kcal per mole
E_LUMO = -0.90 eV
total charge = 0
spin multiplicity = 1

Atom charges from the Löwdin analysis, given in e for atoms 1 to 6:
1. Pt 0.93
2. C -0.04
3. C -0.55
4. C -0.06
5. C -0.04
6. C -0.17